1.
The following is a quantum chemistry calculation of an isolated ion of composition C12H18NO and charge +1, from the Open Molecules 2025 dataset.

ORCA input file:
```
! RIJCOSX wB97M-V def2-TZVPD def2/J DEFGRID3
* xyz 1 1
C -4.43 0.33 -0.09
C -3.73 0.56 -1.23
C -3.86 -0.12 1.11
C -2.38 0.15 -1.25
C -2.48 -0.48 1.16
C -1.81 -0.38 -0.08
C 2.66 -0.59 0.36
C 1.60 -1.49 1.05
C -0.46 -0.90 -0.17
C 0.17 -1.16 -1.46
C 2.16 1.56 1.38
C 2.58 1.57 -0.94
N 2.12 0.69 0.21
O 0.22 -1.10 0.95
H -5.46 0.48 -0.10
H -4.24 0.91 -2.07
H -4.57 -0.21 1.94
H -1.67 0.16 -2.01
H -2.06 -1.02 2.03
H 3.54 -0.61 1.06
H 2.73 -0.88 -0.74
H 1.68 -2.56 0.73
H 1.65 -1.38 2.14
H 0.87 -2.08 -1.49
H 0.93 -0.48 -1.70
H -0.47 -1.23 -2.36
H 3.12 1.25 1.98
H 2.21 2.61 1.11
H 1.40 1.29 2.11
H 2.82 2.57 -0.65
H 3.44 1.01 -1.39
H 1.69 1.54 -1.60
*
```

## Properties
- energy above the lowest of the compared OMol25 structures with the same formula, charge and spin (kcal/mol) = 60.2
- molar mass (u) = 192.28
- largest force on an atom (Eh/bohr) = 0.0896
- E_LUMO (eV) = -4.907
- gap between HOMO and LUMO (Eh) = 0.2579
- HOMO (eV) = -11.926

Results of the Löwdin charge analysis, in e, for atoms 1 through 8:
1. C -0.047
2. C -0.012
3. C -0.011
4. C 0.038
5. C 0.046
6. C -0.158
7. C -0.206
8. C -0.091

=====

2.
The following is a quantum chemistry calculation of a 9-piece molecular cluster, H18O9 overall, from the Open Molecules 2025 dataset.

ORCA input file:
```
! RIJCOSX wB97M-V def2-TZVPD def2/J DEFGRID3
* xyz 0 1
O 2.40 1.86 0.35
H 1.58 1.90 -0.16
H 2.20 1.95 1.31
O -2.14 2.57 -1.08
H -2.56 3.34 -0.67
H -2.69 1.85 -0.93
O 1.73 -0.88 1.88
H 2.41 -0.95 1.12
H 2.42 -0.59 2.56
O 2.98 -1.05 -0.32
H 2.53 -1.42 -1.06
H 2.84 -0.08 -0.38
O -3.08 -0.06 -1.05
H -2.71 -0.73 -1.67
H -3.78 -0.70 -0.74
O -0.90 0.70 2.18
H -0.03 0.31 2.31
H -0.89 0.99 1.29
O -0.62 -2.20 1.03
H 0.35 -2.04 1.26
H -0.89 -1.35 1.41
O 0.20 1.24 -1.47
H -0.65 1.69 -1.26
H 0.20 0.26 -1.57
O -0.26 -1.89 -1.53
H -0.21 -2.55 -2.20
H -0.44 -2.17 -0.62
*
```

## Properties
- energy above the lowest of the compared OMol25 structures with the same formula, charge and spin (kcal/mol) = 41.4
- SMILES string = O.O.O.O.O.O.O.O.O
- molar mass (u) = 162.14
- largest force on an atom (Eh/bohr) = 0.0690
- E_LUMO (eV) = 0.255
- gap between HOMO and LUMO (Eh) = 0.4145
- HOMO (eV) = -11.024

Results of the Löwdin charge analysis, in e, for atoms 1 through 8:
1. O -0.073
2. H 0.000
3. H 0.061
4. O -0.013
5. H 0.074
6. H -0.038
7. O -0.141
8. H 0.012

=====

3.
The following is a quantum chemistry calculation of a 2-piece molecular cluster, C22H51BCl2N2O5PS overall, from the Open Molecules 2025 dataset.

ORCA input file:
```
! RIJCOSX wB97M-V def2-TZVPD def2/J DEFGRID3
* xyz -1 1
C -2.16 3.08 2.58
C -3.18 3.09 1.42
C -2.62 3.63 0.12
C -1.70 2.67 -0.70
N -1.45 1.38 -0.11
C -0.59 0.48 -0.90
C -0.91 0.45 -2.41
C -0.44 1.62 -3.28
C 0.07 1.18 -4.66
C 0.68 2.37 -5.43
O 2.07 2.19 -5.70
C 2.93 2.73 -4.72
O -1.08 -0.82 -0.51
P -0.09 -1.81 0.52
S 0.66 -2.75 -1.43
C -1.64 -2.99 0.57
C -2.04 -3.72 -0.72
C 0.95 -3.09 1.51
C 2.35 -2.77 2.04
C 3.49 -2.83 1.05
O 2.49 -1.56 2.79
B -0.70 -1.06 2.23
C -1.59 -1.78 3.35
O -0.30 0.22 2.57
O 1.19 -0.64 0.31
C 0.93 0.47 -0.49
C 1.89 0.40 -1.70
C 3.30 -0.05 -1.36
C 1.36 1.77 0.28
N 2.04 1.53 1.55
C 2.24 2.80 2.28
H -2.24 2.16 3.13
H -2.38 3.90 3.26
H -1.14 3.16 2.22
H -3.60 2.10 1.32
H -3.98 3.75 1.72
H -3.47 3.88 -0.51
H -2.10 4.56 0.31
H -0.77 3.19 -0.89
H -2.18 2.58 -1.68
H -2.30 0.85 0.06
H -1.99 0.36 -2.47
H -0.51 -0.49 -2.79
H -1.29 2.28 -3.48
H 0.29 2.25 -2.79
H -0.79 0.82 -5.21
H 0.79 0.37 -4.54
H 0.52 3.28 -4.87
H 0.16 2.47 -6.38
H 2.40 3.04 -3.82
H 3.66 1.98 -4.42
H 3.46 3.60 -5.11
H 2.00 -2.80 -1.38
H -1.55 -3.75 1.34
H -2.47 -2.31 0.75
H -3.03 -4.17 -0.54
H -2.17 -3.07 -1.57
H -1.41 -4.57 -0.94
H 1.06 -3.94 0.86
H 0.39 -3.47 2.36
H 2.57 -3.58 2.75
H 3.76 -1.85 0.68
H 3.28 -3.53 0.25
H 4.36 -3.23 1.56
H 2.07 -1.66 3.65
H -1.34 -2.80 3.59
H -2.61 -1.78 2.98
H -1.63 -1.18 4.27
H -0.18 0.23 3.54
H 1.50 -0.30 -2.43
H 1.92 1.35 -2.22
H 3.95 0.23 -2.18
H 3.32 -1.13 -1.32
H 3.72 0.39 -0.46
H 0.52 2.40 0.51
H 2.03 2.37 -0.35
H 2.96 1.13 1.42
H 1.48 2.87 3.06
H 3.23 2.83 2.71
H 2.11 3.65 1.62
C -4.21 -5.03 4.31
Cl -2.77 -4.66 5.27
Cl -4.31 -4.04 2.85
H -4.18 -6.07 4.02
H -5.09 -4.84 4.92
*
```

## Properties
- molar mass (u) = 568.42
- largest force on an atom (Eh/bohr) = 0.0506
- E_LUMO (eV) = 2.334
- gap between HOMO and LUMO (Eh) = 0.2286
- HOMO (eV) = -3.888

Results of the Löwdin charge analysis, in e, for atoms 1 through 8:
1. C -0.097
2. C -0.263
3. C -0.186
4. C -0.214
5. N 0.042
6. C -0.402
7. C -0.107
8. C -0.222

=====

4.
The following is a quantum chemistry calculation of a 6-piece molecular cluster, C46H52BF40O12 overall, from the Open Molecules 2025 dataset.

ORCA input file:
```
! RIJCOSX wB97M-V def2-TZVPD def2/J DEFGRID3
* xyz -1 1
C 1.51 -3.49 -0.14
C 0.33 -3.04 0.67
C -0.20 -3.81 1.66
C -1.28 -3.39 2.34
C -1.88 -2.19 2.09
C -3.12 -1.70 2.81
C -2.80 -0.65 3.89
C -3.90 -2.88 3.41
C -1.32 -1.41 1.13
O -1.88 -0.18 0.84
C -0.82 0.86 0.94
B -1.35 2.38 1.31
O -0.09 3.02 1.84
C -0.41 4.06 2.71
C 0.59 4.25 3.82
C 1.96 4.80 3.33
C 3.07 3.78 3.65
C 4.42 4.43 3.78
O 5.00 5.06 2.91
O 5.06 4.24 4.98
C -1.88 3.66 3.19
C -2.17 3.57 4.67
C -1.72 2.24 5.33
C -0.59 2.44 6.38
C -0.85 1.78 7.70
O -0.78 0.58 7.89
O -1.16 2.66 8.74
O -2.27 2.55 2.44
C -0.24 -1.84 0.43
H 2.20 -4.10 0.43
H 1.13 -4.13 -0.94
H 2.02 -2.67 -0.62
H 0.26 -4.77 1.88
H -1.66 -4.03 3.11
H -3.76 -1.26 2.06
H -1.75 -0.59 4.15
H -3.20 0.31 3.58
H -3.34 -0.94 4.80
H -3.90 -3.73 2.71
H -3.39 -3.22 4.31
H -4.94 -2.63 3.59
H -0.13 0.58 1.73
H -0.30 0.94 -0.02
H -1.56 3.02 0.28
H -0.38 4.96 2.07
H 0.77 3.27 4.26
H 0.18 4.96 4.54
H 1.94 5.05 2.27
H 2.18 5.68 3.93
H 3.07 3.04 2.86
H 2.85 3.30 4.60
H 4.52 3.68 5.55
H -2.49 4.48 2.76
H -1.78 4.42 5.23
H -3.25 3.62 4.77
H -1.34 1.62 4.53
H -2.57 1.78 5.82
H 0.32 1.98 5.99
H -0.35 3.50 6.48
H -0.48 2.52 9.42
H 0.19 -1.24 -0.35
C -1.38 -5.37 -4.39
C -0.02 -5.02 -3.77
C 0.87 -4.03 -4.53
F 1.23 -4.48 -5.74
F 2.01 -3.83 -3.82
F 0.66 -6.16 -3.51
F -0.29 -4.44 -2.58
O -1.51 -6.59 -5.13
C -1.20 -6.68 -6.46
C -0.03 -7.64 -6.73
F 1.08 -7.25 -6.08
F 0.25 -7.65 -8.06
F -1.00 -5.47 -7.00
F -2.29 -7.21 -7.08
H -2.04 -5.52 -3.54
H -1.81 -4.53 -4.94
H 0.36 -3.06 -4.64
H -0.29 -8.65 -6.40
C -1.58 3.09 -3.90
C -1.02 2.32 -5.11
C -2.01 1.82 -6.17
F -2.89 0.94 -5.68
F -1.32 1.20 -7.16
F -0.24 1.30 -4.68
F -0.19 3.19 -5.77
O -1.76 2.40 -2.67
C -2.92 1.70 -2.39
C -2.66 0.20 -2.21
F -2.10 -0.33 -3.33
F -3.83 -0.44 -2.00
F -3.88 1.94 -3.32
F -3.39 2.16 -1.23
H -0.81 3.82 -3.66
H -2.46 3.67 -4.17
H -2.56 2.66 -6.61
H -1.99 0.01 -1.37
C 3.45 8.94 -1.57
C 3.99 10.14 -0.76
C 4.59 9.86 0.62
F 3.69 9.36 1.47
F 5.03 11.03 1.15
F 3.04 11.09 -0.69
F 5.01 10.66 -1.51
O 2.05 8.69 -1.57
C 1.45 7.93 -0.58
C 0.44 8.74 0.25
F 1.03 9.81 0.83
F -0.07 7.96 1.22
F 2.38 7.33 0.19
F 0.77 6.95 -1.20
H 3.66 9.19 -2.61
H 4.02 8.03 -1.37
H 5.44 9.18 0.55
H -0.37 9.10 -0.39
C 3.56 1.27 10.29
C 3.28 2.24 9.12
C 3.45 1.71 7.70
F 4.71 1.33 7.43
F 3.14 2.70 6.81
F 4.00 3.37 9.29
F 1.97 2.60 9.23
O 4.82 1.34 10.95
C 5.93 0.66 10.49
C 7.06 1.60 10.06
F 6.66 2.43 9.09
F 8.10 0.87 9.59
F 5.60 -0.22 9.52
F 6.39 -0.07 11.53
H 2.86 1.57 11.06
H 3.30 0.25 10.03
H 2.78 0.87 7.51
H 7.40 2.20 10.91
C -2.23 -9.46 -10.93
C -3.28 -8.36 -11.15
C -4.39 -8.20 -10.11
F -5.17 -9.30 -10.02
F -5.20 -7.17 -10.46
F -3.81 -8.48 -12.39
F -2.59 -7.18 -11.14
O -2.37 -10.69 -11.64
C -3.15 -11.73 -11.16
C -4.33 -12.05 -12.08
F -5.12 -10.98 -12.24
F -5.07 -13.04 -11.54
F -3.54 -11.51 -9.89
F -2.36 -12.83 -11.13
H -1.31 -9.05 -11.33
H -2.04 -9.63 -9.87
H -3.97 -7.99 -9.12
H -3.96 -12.36 -13.06
*
```

## Properties
- molar mass (u) = 1567.64
- largest force on an atom (Eh/bohr) = 0.0491
- E_LUMO (eV) = 1.525
- gap between HOMO and LUMO (Eh) = 0.2324
- HOMO (eV) = -4.798

Results of the Löwdin charge analysis, in e, for atoms 1 through 8:
1. C -0.041
2. C -0.288
3. C -0.069
4. C -0.053
5. C -0.144
6. C -0.329
7. C -0.042
8. C -0.089